{"formula": "C53H44Cl5O7P3Ti", "method": "ωB97M-V/def2-TZVPD", "elements": ["Ti", "C", "C", "C", "O", "C", "O", "O", "H", "H", "H", "H", "H", "H", "H", "O", "P", "C", "P", "O", "C", "C", "C", "C", "C", "C", "C", "C", "C", "C", "C", "C", "C", "C", "C", "C", "C", "C", "C", "C", "C", "C", "C", "C", "H", "H", "H", "H", "H", "H", "H", "H", "H", "H", "H", "H", "H", "H", "H", "H", "H", "H", "H", "H", "H", "H", "Cl", "C", "C", "Cl", "C", "Cl", "C", "O", "C", "Cl", "C", "Cl", "O", "P", "C", "C", "C", "C", "C", "C", "C", "C", "C", "C", "C", "C", "C", "C", "C", "C", "C", "C", "H", "H", "H", "H", "H", "H", "H", "H", "H", "H", "H", "H", "H", "H", "H"], "xyz": [[-0.849816, 0.683941, -0.305314], [-3.741377, 2.752679, -2.406301], [-3.553986, 1.662197, -1.369240], [-4.845789, 1.318034, -0.662978], [-2.568603, 2.131985, -0.394363], [-2.947332, 0.438227, -2.081801], [-3.677504, -0.370102, -2.620743], [-1.636231, 0.432792, -2.063011], [-4.008911, 3.687994, -1.911885], [-4.536441, 2.466486, -3.097443], [-2.824813, 2.903605, -2.978480], [-5.362115, 2.224671, -0.338393], [-4.648375, 0.684720, 0.207364], [-5.486215, 0.765195, -1.346828], [-2.957227, 2.072625, 0.484119], [0.653336, -0.618077, -0.063492], [0.881483, -2.056824, 0.320388], [-0.559250, -2.770078, 1.172427], [-2.103459, -2.322261, 0.322054], [-2.198894, -0.827285, 0.167440], [-3.490595, -2.903496, 1.283124], [-3.373424, -3.756409, 2.375911], [-4.514443, -4.167381, 3.055056], [-5.762313, -3.725311, 2.639873], [-5.880514, -2.875092, 1.545359], [-4.747964, -2.463870, 0.861086], [-2.099591, -3.329991, -1.158998], [-1.679893, -2.846495, -2.393260], [-1.647393, -3.704069, -3.486105], [-2.028949, -5.030377, -3.352052], [-2.450625, -5.517061, -2.119407], [-2.489295, -4.668294, -1.025891], [1.229896, -3.015323, -1.147185], [1.301307, -4.401931, -1.134746], [1.620974, -5.085223, -2.299469], [1.891172, -4.377475, -3.463249], [1.844610, -2.993196, -3.468027], [1.513823, -2.305207, -2.305947], [2.267878, -2.213778, 1.422871], [2.296136, -3.106166, 2.486839], [3.451471, -3.231113, 3.248920], [4.573358, -2.479185, 2.931327], [4.550324, -1.599540, 1.857803], [3.398501, -1.466047, 1.098546], [-0.580453, -2.346188, 2.179117], [-0.470994, -3.859253, 1.205339], [-2.397929, -4.093225, 2.713701], [-4.427058, -4.825899, 3.910276], [-6.650160, -4.043156, 3.174126], [-6.857150, -2.533140, 1.226086], [-4.829207, -1.810830, -0.003766], [-1.391664, -1.810654, -2.506363], [-1.327562, -3.323821, -4.448751], [-2.006839, -5.689387, -4.212427], [-2.758616, -6.549931, -2.014094], [-2.834888, -5.047206, -0.069737], [1.099618, -4.957640, -0.222613], [1.661341, -6.167655, -2.298929], [2.140706, -4.913211, -4.372378], [2.057600, -2.444926, -4.377781], [1.450836, -1.224713, -2.295205], [1.420151, -3.692691, 2.744799], [3.472195, -3.911618, 4.091180], [5.472002, -2.575747, 3.529237], [5.426101, -1.008937, 1.618048], [3.362042, -0.767423, 0.268393], [0.170463, 2.519123, 7.278257], [0.193428, 2.191248, 5.583701], [-0.821923, 1.486224, 5.042218], [-2.063091, 0.877923, 6.111281], [-0.993908, 1.168123, 3.627293], [-1.939343, -0.265222, 3.279906], [-0.494696, 1.833547, 2.559597], [-0.668279, 1.369499, 1.319736], [0.150419, 3.152563, 2.643669], [0.663160, 5.643110, 1.487708], [1.355832, 2.711996, 4.730632], [2.492631, 3.757773, 5.771875], [0.442586, 1.836407, -1.338600], [1.520929, 2.847911, -0.935213], [1.637848, 3.068133, 0.776335], [0.438919, 3.816112, 1.311363], [0.804378, 3.625804, 3.697513], [2.193472, 1.667727, 4.086111], [2.674935, 1.587598, 2.775813], [2.488719, 2.145176, 1.480855], [3.081997, 2.332810, -1.663266], [3.040588, 1.436985, -2.730922], [4.218401, 1.048608, -3.359305], [5.436368, 1.555488, -2.923674], [5.479513, 2.449261, -1.859898], [4.304519, 2.839503, -1.230119], [1.086624, 4.413124, -1.710075], [1.965597, 5.493346, -1.718182], [1.576610, 6.699466, -2.277120], [0.303773, 6.834321, -2.824056], [-0.574579, 5.760016, -2.819932], [-0.181084, 4.546975, -2.266208], [-0.408179, 3.752969, 0.642149], [1.171204, 4.639985, 3.680628], [2.622161, 0.966746, 4.798832], [3.431265, 0.812101, 2.718751], [3.182578, 1.664068, 0.796690], [2.079701, 1.057918, -3.060067], [4.186658, 0.355772, -4.193205], [6.355741, 1.254161, -3.413690], [6.430508, 2.841317, -1.518108], [4.335360, 3.519602, -0.384191], [2.950221, 5.397271, -1.271265], [2.259659, 7.541887, -2.276879], [-0.002582, 7.782609, -3.251434], [-1.564007, 5.864693, -3.249472], [-0.848098, 3.696977, -2.250190]], "forces_ev_per_angstrom": [[0.1069, 0.2835, -1.3848], [-0.0339, 0.1218, -0.1057], [0.1227, 0.0533, 0.1555], [-0.0639, -0.0098, 0.1006], [-0.1583, -0.1737, -0.4052], [0.3191, 0.0107, -0.0322], [0.2200, 0.0141, -0.0905], [-1.2189, -0.3942, -1.0042], [-0.0230, -0.0112, -0.0249], [0.0479, 0.0199, 0.0262], [-0.0164, 0.0085, 0.0349], [0.0236, -0.0274, 0.0116], [-0.0078, -0.0061, -0.0398], [-0.0317, 0.0179, 0.0003], [-0.0479, 0.0608, 0.1494], [0.6368, -0.8800, -0.1070], [-0.2738, 0.2288, 0.2093], [0.0422, -0.0589, -0.1552], [-0.0361, 0.2646, 0.1492], [-0.2689, -0.7734, -0.0903], [-0.0537, -0.0834, 0.1826], [-0.0195, 0.0408, 0.0695], [0.0338, 0.0214, -0.0296], [-0.0039, -0.0014, 0.0107], [0.0382, 0.0040, -0.0154], [0.0206, -0.0455, 0.0196], [-0.1743, -0.1282, -0.1064], [-0.0193, -0.0496, -0.0421], [-0.0163, 0.0338, 0.0064], [-0.0048, -0.0014, 0.0118], [0.0465, 0.0530, 0.0004], [0.0407, 0.0118, -0.0235], [0.1875, 0.0691, 0.0740], [-0.0465, -0.2921, -0.0692], [-0.0425, 0.0004, 0.1734], [0.0273, -0.0533, -0.0924], [0.0072, 0.1683, 0.0870], [0.0363, -0.0500, -0.2800], [0.1618, -0.1369, -0.1198], [0.0355, -0.0239, 0.2169], [-0.0801, -0.0224, -0.0358], [0.0318, -0.0358, 0.0770], [-0.0459, 0.0562, -0.0969], [0.0920, 0.0680, 0.0251], [-0.0088, -0.0099, 0.0496], [0.0143, 0.0216, 0.0765], [-0.0867, 0.0288, -0.0225], [0.0015, 0.0314, -0.0297], [0.0479, 0.0217, -0.0328], [0.0362, -0.0140, 0.0073], [-0.0045, -0.0322, 0.0740], [-0.0745, 0.0840, 0.0034], [-0.0195, -0.0158, 0.0401], [0.0007, 0.0327, 0.0351], [0.0066, 0.0325, -0.0025], [-0.0082, 0.0248, -0.0503], [0.0328, 0.0190, -0.0821], [-0.0068, 0.0456, 0.0098], [-0.0139, 0.0330, 0.0560], [-0.0087, -0.0044, 0.0400], [0.0098, 0.0405, -0.0283], [0.0739, 0.0402, -0.0117], [-0.0036, 0.0307, -0.0365], [-0.0464, 0.0059, -0.0274], [-0.0414, -0.0170, 0.0052], [0.0199, -0.0207, 0.0306], [0.0496, 0.0472, -0.0609], [0.1787, -0.0720, 0.0162], [-0.0818, -0.0493, -0.1789], [-0.0031, 0.0841, -0.1855], [-0.0161, -0.2045, 0.6041], [0.0950, -0.0037, 0.0051], [0.2416, 0.5319, -0.6440], [-0.0152, 0.8978, 2.8301], [-0.0385, -0.0680, -0.4390], [0.0184, -0.1843, -0.0447], [-0.1101, 0.0167, 0.0497], [-0.0757, -0.1192, -0.0618], [0.4700, 0.4771, -0.4231], [-0.3025, -0.2172, 0.3129], [0.2166, 0.1013, 0.4284], [0.2481, -0.4875, 0.3617], [0.1666, 0.1046, 0.2387], [0.0556, -0.0364, -0.1592], [-0.2008, 0.1451, 0.1600], [-0.3346, 0.2658, 0.1304], [0.0715, -0.1034, -0.1160], [0.1371, 0.0020, 0.0055], [-0.0563, 0.0190, 0.0235], [-0.0071, -0.0025, 0.0066], [-0.0333, 0.0142, 0.0139], [0.1285, -0.0027, 0.0027], [-0.0959, 0.0629, -0.1186], [0.0257, 0.0336, 0.0040], [-0.0158, 0.0156, -0.0145], [0.0126, -0.0149, 0.0099], [0.0606, -0.0175, 0.0157], [0.0541, 0.1377, -0.0182], [-0.1882, 0.0825, -0.2012], [0.0635, 0.0121, -0.0098], [-0.0167, -0.0002, -0.1054], [0.0328, -0.0654, 0.0172], [-0.0234, 0.0327, -0.0173], [0.0265, 0.0093, 0.0044], [-0.0042, 0.0356, 0.0535], [-0.0597, 0.0163, 0.0274], [-0.0508, -0.0203, -0.0148], [-0.0025, -0.0504, -0.0654], [-0.0840, 0.0147, -0.0205], [-0.0512, -0.0655, 0.0012], [0.0223, -0.0536, 0.0192], [0.0245, -0.0061, 0.0283], [-0.0439, -0.0459, -0.0159]], "mulliken_charge": [1.0021, -2.0456, 2.3340, -2.0531, -0.8196, 0.0148, -0.7166, -0.2569, 0.4562, 0.4341, 0.3872, 0.4592, 0.3719, 0.4291, 0.3445, 0.7757, 0.5446, -1.9733, 0.3725, 0.4472, 0.3938, -0.0949, -0.7757, -0.5749, -0.7582, -0.8050, 0.8615, 0.5105, -1.1962, -0.7639, -0.8408, -1.2844, 0.8068, -0.5763, -0.7451, -0.6348, -0.7059, -0.4723, 0.9112, -0.5658, -0.7320, -0.6411, -0.5752, -0.5692, 0.7521, 1.1839, 0.3652, 0.4397, 0.3885, 0.4555, 0.4946, 0.3487, 0.4995, 0.4171, 0.4414, 0.4295, 0.4040, 0.4420, 0.4248, 0.4889, 0.4217, 0.3674, 0.4375, 0.4011, 0.4183, 0.3032, -0.2037, -0.0184, -0.0389, -0.2242, 1.4520, -0.2162, -1.3733, 0.8068, -0.6039, -0.2584, 1.0715, -0.2123, 0.2600, 1.5981, 0.9511, 0.2513, -1.5838, -1.4673, -0.6623, -0.6738, 0.5060, -0.6647, -0.7779, -0.5708, -0.9103, -0.2269, 0.2082, -0.5885, -0.6419, -0.6391, -0.6140, 0.1279, 0.1051, 0.6439, 0.4554, 0.1339, 0.2092, 0.3387, 0.4346, 0.4021, 0.4316, 0.4015, 0.3130, 0.4134, 0.3873, 0.4700, -0.2067], "orbital_gap_ha": [0.180, 0.261], "e_homo_ev": [-5.064, -7.265], "spin_multiplicity": 3, "lumo_energy_ev": [-0.1657, -0.1671], "energy_ha": -6747.456640, "de_lowest_kcal_mol": 36.4, "charge": 0}